Entry 1:
A 13-piece molecular cluster, C52H104O26S13 overall. Source: the Open Molecules 2025 dataset; level of theory: ωB97M-V with the def2-TZVPD basis set.

The spin multiplicity is 1. Its HOMO energy is -9.88 eV. As for the relative energy (zero: lowest compared OMol25 entry of this formula, charge and spin): 3.003 eV. As for the LUMO energy: 0.018 eV.

Atoms and positions in Å:
C -4.514 0.537 -6.780
C -3.683 1.672 -6.280
C -3.898 1.740 -4.725
S -4.201 -0.016 -4.215
O -5.497 -0.165 -3.704
O -3.034 -0.382 -3.372
C -4.073 -0.711 -5.943
H -4.297 0.292 -7.793
H -5.580 0.697 -6.666
H -3.971 2.651 -6.773
H -2.644 1.397 -6.436
H -4.801 2.346 -4.556
H -3.020 2.144 -4.227
H -4.774 -1.557 -5.977
H -3.102 -1.114 -6.160
C 0.581 -6.906 -0.314
C 0.080 -7.107 -1.821
C 0.625 -5.867 -2.610
S 1.601 -4.833 -1.512
O 1.298 -3.472 -1.961
O 2.930 -5.255 -1.246
C 0.699 -5.367 -0.083
H 1.519 -7.336 -0.118
H -0.140 -7.197 0.468
H -0.976 -7.062 -1.935
H 0.368 -8.124 -2.231
H -0.177 -5.211 -3.009
H 1.278 -6.127 -3.486
H -0.270 -4.904 -0.079
H 1.267 -5.035 0.789
C 5.061 -1.083 -0.426
C 4.620 -1.875 -1.646
C 3.613 -1.016 -2.327
S 4.160 0.702 -2.012
O 3.247 1.469 -1.158
O 4.391 1.264 -3.349
C 5.574 0.252 -1.010
H 5.700 -1.755 0.089
H 4.247 -0.781 0.236
H 4.252 -2.845 -1.407
H 5.504 -2.024 -2.324
H 2.677 -1.063 -1.659
H 3.395 -1.126 -3.380
H 5.638 1.076 -0.276
H 6.383 0.098 -1.719
C 0.979 -0.140 -4.843
C 1.961 -0.498 -6.004
C 1.246 -1.505 -6.882
S 0.203 -2.536 -5.845
O 0.859 -3.836 -5.693
O -1.158 -2.581 -6.338
C 0.463 -1.519 -4.333
H 0.222 0.460 -5.276
H 1.591 0.391 -4.060
H 2.880 -0.980 -5.646
H 2.340 0.341 -6.651
H 1.934 -2.169 -7.405
H 0.517 -1.004 -7.583
H 1.224 -2.118 -3.815
H -0.478 -1.445 -3.777
C 5.169 4.290 0.434
C 4.069 5.193 -0.205
C 3.156 5.650 0.857
S 3.076 4.305 1.991
O 1.847 3.629 1.579
O 3.152 4.786 3.363
C 4.541 3.359 1.457
H 5.798 4.996 0.951
H 5.681 3.661 -0.342
H 3.614 4.522 -0.973
H 4.632 6.059 -0.596
H 2.150 5.798 0.569
H 3.563 6.475 1.388
H 4.147 2.474 0.953
H 5.106 3.057 2.328
C -0.991 4.015 3.688
C -0.830 5.009 4.857
C -0.022 6.230 4.288
S -0.744 6.415 2.693
O 0.170 6.825 1.650
O -1.957 7.136 2.830
C -1.120 4.726 2.383
H -1.831 3.293 3.852
H -0.104 3.351 3.553
H -0.322 4.441 5.714
H -1.804 5.314 5.246
H 1.051 6.021 4.208
H -0.311 7.181 4.752
H -0.443 4.292 1.662
H -2.150 4.792 2.060
C -0.100 4.312 -1.488
C 0.813 3.219 -1.940
C 1.250 3.640 -3.338
S -0.178 4.267 -4.128
O -0.916 3.254 -4.799
O 0.149 5.439 -4.868
C -1.111 4.657 -2.619
H 0.464 5.165 -1.258
H -0.679 4.029 -0.599
H 0.190 2.342 -2.138
H 1.595 2.973 -1.251
H 1.691 2.849 -3.928
H 1.917 4.508 -3.349
H -1.979 3.971 -2.635
H -1.208 5.755 -2.725
C -5.429 0.238 0.120
C -6.210 1.508 -0.348
C -5.380 2.696 -0.033
S -3.686 1.993 0.100
O -3.413 1.948 1.534
O -2.854 2.638 -0.849
C -4.038 0.331 -0.402
H -5.874 -0.730 -0.175
H -5.371 0.293 1.219
H -7.215 1.476 0.068
H -6.425 1.374 -1.389
H -5.477 3.178 0.964
H -5.323 3.433 -0.882
H -3.323 -0.280 0.174
H -3.957 0.151 -1.467
C -5.459 -4.755 -3.229
C -4.458 -3.584 -3.291
C -3.070 -4.155 -3.153
S -3.282 -5.631 -2.278
O -2.675 -5.564 -0.954
O -2.957 -6.711 -3.137
C -5.051 -5.595 -2.069
H -5.592 -5.445 -4.113
H -6.445 -4.315 -3.057
H -4.716 -2.851 -2.503
H -4.523 -3.074 -4.222
H -2.342 -3.449 -2.750
H -2.780 -4.519 -4.103
H -5.215 -5.316 -0.973
H -5.431 -6.616 -2.181
C 5.277 1.955 6.217
C 3.849 1.831 5.530
C 3.851 0.711 4.538
S 5.559 0.296 4.232
O 6.160 1.287 3.382
O 5.642 -1.160 3.961
C 6.069 0.669 5.851
H 5.400 2.091 7.317
H 5.719 2.886 5.860
H 3.590 2.787 5.069
H 3.148 1.596 6.264
H 3.338 0.738 3.626
H 3.445 -0.163 5.160
H 7.178 0.790 5.867
H 5.680 -0.156 6.486
C -4.067 0.087 5.330
C -5.089 -0.850 4.639
C -4.332 -2.055 4.126
S -2.722 -1.398 3.636
O -2.658 -1.389 2.178
O -1.670 -2.163 4.234
C -2.850 0.184 4.380
H -3.737 -0.277 6.264
H -4.548 1.050 5.522
H -5.556 -0.210 3.883
H -5.914 -1.059 5.342
H -4.758 -2.573 3.230
H -4.110 -2.796 4.883
H -2.948 0.921 3.541
H -1.887 0.375 4.962
C 2.899 -4.007 4.515
C 2.088 -2.858 3.840
C 1.386 -1.994 4.989
S 2.489 -2.308 6.472
O 1.682 -3.109 7.355
O 3.248 -1.206 7.057
C 3.651 -3.436 5.693
H 3.485 -4.586 3.762
H 2.176 -4.642 4.963
H 1.464 -3.223 3.073
H 2.731 -2.141 3.317
H 0.445 -2.386 5.451
H 1.252 -0.942 4.774
H 3.839 -4.176 6.475
H 4.538 -2.825 5.461
C -0.206 -0.072 -0.970
C -0.746 -1.429 -0.497
C 0.224 -1.782 0.727
S 0.780 -0.267 1.514
O 2.210 -0.217 1.495
O 0.187 -0.004 2.814
C 0.098 0.751 0.307
H -0.930 0.441 -1.570
H 0.658 -0.330 -1.573
H -0.669 -2.250 -1.258
H -1.769 -1.359 -0.108
H 1.119 -2.279 0.461
H -0.283 -2.270 1.481
H 0.723 1.607 0.261
H -0.884 1.071 0.737

Cartesian forces, eV/Å:
C 0.20 -1.80 0.63
C -0.16 1.14 0.91
C -0.59 -0.12 -1.23
S 5.38 1.37 -1.41
O -2.84 -0.61 1.10
O -1.55 -0.17 -1.09
C -1.73 0.56 1.01
H -0.01 0.04 -0.99
H -0.21 0.07 0.03
H 0.68 -1.09 0.62
H 0.23 0.51 -0.30
H 0.27 -0.40 0.39
H -0.13 -0.17 0.20
H -0.01 0.37 -0.02
H 0.73 0.24 0.07
C -2.15 1.61 -0.20
C 1.66 -0.08 0.52
C 0.77 -1.07 -1.41
S -3.18 0.57 -0.36
O 0.82 -0.36 0.65
O 1.78 -0.26 -0.49
C 0.38 -0.16 -0.14
H 1.19 -0.81 0.06
H 0.19 -0.50 -0.63
H -0.74 -0.07 0.47
H 0.12 1.38 0.41
H 0.52 -0.39 0.40
H -0.57 0.20 0.74
H -0.58 0.22 -0.07
H -0.04 -0.32 0.02
C -0.43 0.57 -0.56
C 1.17 0.28 -1.05
C -2.33 1.00 1.99
S -1.33 0.39 -1.62
O 0.69 -0.85 -0.38
O 0.55 -0.16 1.23
C -0.28 -0.04 0.33
H 1.25 0.26 0.88
H -0.27 -0.55 0.04
H -0.47 -0.74 0.21
H -0.55 0.06 0.61
H 0.95 -0.11 -1.38
H 0.04 -0.07 -0.08
H 0.60 -0.48 -0.42
H 0.45 0.34 0.30
C 2.48 -1.27 0.29
C 0.50 0.17 -0.37
C -1.08 0.44 -1.14
S 1.12 -1.00 0.27
O -0.41 1.02 0.28
O -0.10 0.61 0.29
C -0.29 0.28 -0.66
H -1.03 0.79 0.10
H -1.06 -0.31 -0.56
H -0.21 0.13 0.32
H -0.68 -0.46 0.88
H -0.25 0.03 -0.18
H 0.88 -0.52 0.50
H -0.28 0.41 0.16
H 0.20 -0.15 -0.03
C 0.03 -0.24 -0.25
C 1.65 -1.28 -1.52
C 0.56 -0.49 0.54
S -1.59 -0.26 0.45
O 0.52 -0.57 0.44
O 0.31 -0.47 -0.42
C -1.18 0.17 -0.22
H 0.95 -0.12 0.06
H -0.11 0.99 0.73
H -0.11 1.09 0.24
H -0.64 -0.51 -0.58
H -1.01 0.49 -0.22
H 0.19 0.91 0.43
H -0.21 -0.01 0.18
H 0.31 0.15 0.09
C 0.16 -2.08 0.64
C 1.00 -0.82 0.76
C -0.69 -0.49 0.84
S 1.60 -0.90 -1.98
O 0.43 0.47 0.37
O -1.50 0.95 0.56
C -0.80 0.06 -0.07
H 0.52 0.73 -0.02
H -0.36 0.57 0.63
H -0.42 1.19 -1.13
H 0.08 0.21 -0.20
H -0.23 0.22 0.04
H 0.62 -0.27 0.29
H -0.05 0.27 -0.38
H -0.20 -0.29 -0.47
C -2.05 -0.39 0.43
C -0.95 -0.49 -1.46
C 1.30 0.17 0.30
S -0.80 0.53 1.28
O -0.74 -1.86 -1.05
O 0.42 1.06 -0.52
C 1.50 0.09 -0.37
H 0.77 1.39 0.44
H 0.27 0.09 -0.14
H 0.16 -0.33 0.43
H 0.44 -0.03 0.12
H 0.10 -0.18 -0.22
H 0.18 -0.19 0.19
H 0.26 0.96 0.16
H -0.88 -0.72 0.36
C -1.19 -0.46 0.69
C -1.03 -2.13 0.34
C 1.56 1.20 -0.38
S -1.71 -0.37 0.96
O 0.54 0.28 -0.75
O 1.75 0.99 -0.76
C 0.74 0.00 0.68
H -0.15 0.61 0.14
H -0.16 -0.36 -0.22
H 0.05 0.36 0.51
H 0.34 0.29 -0.93
H -0.45 -0.26 -0.80
H -0.16 -0.52 1.10
H -0.38 0.13 -0.26
H 0.19 0.31 -0.05
C -1.63 0.70 -0.34
C -0.73 0.00 0.24
C -0.11 1.19 -0.04
S 0.09 -0.30 3.40
O 0.01 0.05 -0.68
O 0.57 -1.36 -1.17
C 0.13 -1.03 1.70
H 0.68 1.08 0.56
H -0.07 -0.16 -0.11
H 0.25 -0.45 -0.25
H -0.16 0.55 -0.77
H -0.01 -0.35 0.18
H 0.69 -0.08 -1.14
H -0.06 0.32 -1.72
H 0.33 0.06 0.13
C 0.42 0.00 -0.03
C 1.40 1.70 -0.08
C 0.48 -2.44 2.17
S -1.09 -2.40 0.24
O 0.33 0.09 -0.94
O 0.31 2.13 -0.08
C 0.35 0.41 1.13
H -1.07 -0.36 -0.61
H 0.41 -0.33 -0.49
H 0.04 -0.05 0.15
H -1.32 -0.19 1.21
H -0.89 0.54 -1.36
H 0.82 0.87 -1.38
H -0.88 -0.27 0.12
H 0.58 0.38 -0.30
C -0.32 0.41 -1.38
C -0.57 0.96 0.95
C -0.27 -0.11 -1.07
S 0.41 -1.40 -1.81
O -0.56 0.75 0.44
O 0.33 -0.39 0.97
C 0.84 1.62 0.58
H 0.31 -0.67 1.12
H 0.29 0.01 -0.16
H 0.16 -0.55 -0.47
H 0.43 -0.35 -0.26
H 0.33 0.55 0.77
H -0.09 -0.08 0.33
H -0.04 -0.53 0.78
H -1.18 -0.28 -1.05
C -0.07 0.75 -1.08
C 0.91 1.50 1.75
C 0.38 -1.40 0.76
S 0.41 -0.29 -0.39
O -0.40 -0.04 0.44
O -0.64 -0.03 -0.58
C 0.52 0.65 0.07
H -0.23 0.57 0.77
H -0.76 -1.05 0.11
H -1.30 -0.51 -0.49
H 0.33 -0.19 0.17
H 0.66 0.14 -0.97
H 0.22 0.10 -0.19
H 0.24 0.13 -0.14
H -0.21 -0.41 -0.13
C 0.21 -0.52 0.66
C 1.13 -0.63 1.33
C -0.92 1.23 -1.26
S -0.77 -0.46 0.66
O 1.36 -0.13 -0.32
O -0.25 -0.23 -0.46
C -2.13 0.48 -0.62
H -0.34 0.40 -0.49
H 0.44 0.57 -0.08
H -0.07 0.91 0.62
H 0.39 -0.14 -0.14
H 0.83 -0.66 -0.56
H -1.14 -1.48 1.58
H 0.63 0.88 -0.46
H 0.66 -0.15 -0.26

These are the Löwdin partial charges, in e, on atoms 1 to 4: -0.228, -0.215, -0.182, 0.675

Entry 2:
C36H39ClCrP2 as an isolated structure. Source: the Open Molecules 2025 dataset; level of theory: ωB97M-V with the def2-TZVPD basis set.

The spin multiplicity is 5. Its HOMO energy (alpha / beta) is -6.50 / -7.04 eV. Its expectation value of S² is 6.08. As for the LUMO energy (alpha / beta): 0.380 / 0.363 eV.

Atoms and positions in Å:
Cr 0.555 2.703 1.873
C 2.484 5.381 1.673
C 2.285 4.548 0.615
C 3.204 3.492 0.033
C 3.151 2.052 0.579
C 2.904 1.881 2.075
C 3.264 2.796 3.039
C 4.208 3.900 2.858
C 3.663 5.342 2.574
C -0.354 1.294 2.854
H 1.696 6.068 2.009
H 1.514 4.847 -0.133
H 4.247 3.838 0.040
H 2.956 3.414 -1.044
H 2.367 1.503 0.022
H 4.091 1.561 0.257
H 2.751 0.816 2.376
H 2.761 2.737 4.015
H 4.843 3.607 2.011
H 4.783 3.936 3.802
H 3.386 5.820 3.533
H 4.522 5.886 2.119
H -0.441 1.619 3.905
H 0.157 0.330 2.764
H -1.349 1.269 2.375
P -2.114 -0.941 -1.871
P -0.851 -2.673 -0.116
C -0.568 -1.608 -2.519
C -0.011 -2.560 -1.705
C -3.292 -1.072 -3.336
C -2.884 -1.349 -4.657
C -3.788 -1.256 -5.731
C -5.149 -1.030 -5.482
C -5.600 -0.859 -4.160
C -4.675 -0.876 -3.111
C -1.654 0.827 -1.728
C -0.892 1.296 -0.629
C -0.493 2.623 -0.595
C -0.761 3.463 -1.683
C -1.507 2.990 -2.771
C -1.969 1.673 -2.795
C -1.436 -4.448 -0.240
C -2.400 -4.741 -1.228
C -2.731 -6.060 -1.552
C -2.153 -7.107 -0.810
C -1.227 -6.843 0.215
C -0.867 -5.511 0.482
C 0.507 -2.798 1.092
C 0.148 -2.864 2.454
C 1.138 -2.988 3.427
C 2.491 -3.018 3.054
C 2.847 -2.948 1.698
C 1.855 -2.830 0.716
H -0.156 -1.231 -3.462
H 0.771 -3.276 -1.988
H -1.853 -1.623 -4.871
H -3.416 -1.360 -6.764
H -5.863 -1.034 -6.309
H -6.669 -0.711 -3.962
H -5.039 -0.708 -2.100
H -0.639 0.633 0.200
H 0.052 3.063 0.289
H -0.382 4.490 -1.695
H -1.750 3.654 -3.606
H -2.539 1.286 -3.641
H -2.890 -3.924 -1.762
H -3.445 -6.284 -2.365
H -2.402 -8.139 -1.079
H -0.785 -7.669 0.797
H -0.144 -5.330 1.276
H -0.901 -2.814 2.736
H 0.859 -3.059 4.480
H 3.272 -3.102 3.816
H 3.899 -2.985 1.399
H 2.120 -2.767 -0.339
Cl -0.611 4.842 3.841
C 0.703 3.696 3.784
H 1.612 4.268 4.075
H 0.587 2.952 4.604

Cartesian forces, eV/Å:
Cr 1.91 1.87 2.12
C -0.66 -1.09 -0.65
C -0.40 1.17 -0.39
C 0.54 0.22 -0.68
C 0.36 -0.28 0.02
C 1.39 -0.06 0.58
C -1.61 -1.77 -0.54
C 0.40 0.88 -0.48
C 0.49 -0.46 0.72
C -1.14 -0.80 0.30
H 0.23 -0.10 -0.71
H 0.03 -0.27 1.04
H -0.22 0.04 0.15
H 0.12 0.08 0.44
H 0.16 0.11 0.36
H -0.29 0.03 0.20
H -0.88 1.12 -0.08
H 0.92 -0.69 -0.25
H 0.23 0.26 0.52
H 0.12 0.07 -0.61
H 0.31 -0.08 -0.50
H -0.62 -0.01 0.34
H -0.26 -0.68 -0.56
H -0.20 -0.14 0.10
H 0.00 -0.43 0.39
P -1.74 0.26 -0.25
P -0.32 -1.21 1.54
C 1.00 -1.07 0.83
C -0.74 0.87 -1.47
C 0.15 0.22 -0.53
C -0.41 0.40 -0.07
C -0.07 -0.20 0.31
C 0.19 -0.07 0.31
C 0.42 -0.17 -0.42
C 0.29 0.21 -0.07
C 0.28 0.11 -0.60
C -0.58 -0.31 -0.34
C 0.11 0.09 -0.21
C -0.08 0.12 -0.11
C 0.01 0.16 0.15
C 0.40 0.49 0.50
C 0.29 -0.36 -0.22
C 0.14 -0.05 0.06
C 0.12 -0.14 0.51
C 0.21 0.00 -0.20
C -0.46 0.32 -0.35
C -0.27 -0.36 -0.09
C 0.30 -0.37 0.00
C 0.58 0.02 -0.29
C 0.19 0.04 -0.19
C -0.09 -0.05 -0.33
C -0.12 0.14 0.16
C -0.02 -0.05 0.63
H 0.00 -0.55 0.13
H 0.04 0.64 -0.04
H -0.12 0.26 0.04
H -0.28 -0.11 0.62
H 0.24 0.14 0.26
H 0.53 -0.07 -0.03
H 0.15 -0.02 -0.06
H -0.19 0.03 -0.21
H -0.86 0.06 -2.23
H -0.24 -0.34 0.09
H 0.21 -0.15 0.32
H 0.16 0.24 0.25
H 0.21 -0.15 0.03
H 0.46 0.20 0.60
H 0.09 0.38 0.23
H -0.26 0.53 -0.38
H -0.07 0.11 -0.24
H 0.14 -0.01 -0.03
H 0.10 0.07 -0.30
H -0.32 0.01 -0.27
H -0.39 0.04 0.18
H 0.07 -0.06 0.32
Cl -1.23 0.91 0.12
C 1.46 -0.75 0.33
H -0.56 -0.08 -0.38
H -0.08 0.66 -0.39

These are the Löwdin partial charges, in e, on atoms 1 to 4: 0.484, -0.100, -0.135, -0.200

Entry 3:
One molecule with the formula C16H24N4O4. Source: the Open Molecules 2025 dataset; level of theory: ωB97M-V with the def2-TZVPD basis set.

The spin multiplicity is 1. Its HOMO energy is -8.86 eV. As for the relative energy (zero: lowest compared OMol25 entry of this formula, charge and spin): 0.000 eV. As for the LUMO energy: 0.428 eV.

Atoms and positions in Å:
C 3.770 -0.565 -1.076
C 2.699 -0.281 -2.123
C 2.723 1.169 -2.611
C 2.116 2.162 -1.618
N 0.677 1.989 -1.498
C 0.115 1.275 -0.488
C -1.251 1.069 -0.369
N -1.421 0.323 0.780
C -0.190 0.112 1.284
N 0.755 0.677 0.542
C 0.109 -0.649 2.529
H 0.013 0.019 3.393
H -0.632 -1.441 2.645
C 1.511 -1.279 2.527
H 1.526 -2.126 3.213
H 1.754 -1.637 1.524
C 2.615 -0.321 2.982
O 3.270 -0.527 3.966
O 2.808 0.741 2.213
H 2.138 0.779 1.474
C -2.701 -0.136 1.255
H -3.402 0.699 1.172
H -2.610 -0.422 2.304
C -3.241 -1.309 0.420
C -2.326 -2.527 0.507
H -2.291 -2.908 1.527
H -2.701 -3.320 -0.135
H -1.315 -2.286 0.187
C -4.649 -1.652 0.897
H -5.308 -0.795 0.782
H -4.639 -1.947 1.944
H -5.052 -2.474 0.312
H -3.298 -0.976 -0.620
C -2.187 1.620 -1.305
O -3.396 1.531 -1.309
N -1.502 2.328 -2.290
C -0.145 2.550 -2.455
O 0.278 3.201 -3.379
H -2.081 2.762 -3.001
H 2.547 2.044 -0.624
H 2.287 3.179 -1.979
H 3.754 1.467 -2.802
H 2.172 1.255 -3.550
H 1.713 -0.514 -1.717
H 2.862 -0.939 -2.980
H 3.654 0.073 -0.204
H 4.759 -0.394 -1.494
H 3.715 -1.602 -0.750

Cartesian forces, eV/Å:
C -0.23 -0.03 -0.15
C 0.20 0.12 -0.05
C -0.20 -0.11 0.15
C 0.42 0.07 -0.38
N 0.02 0.06 -0.03
C -1.22 -0.36 0.44
C 0.81 0.22 -0.26
N 0.61 0.20 0.02
C -0.40 0.01 -0.03
N 0.18 0.11 -0.23
C 0.02 -0.11 0.08
H -0.09 -0.06 -0.01
H 0.01 0.07 0.04
C 0.07 0.07 0.14
H 0.05 0.11 -0.07
H -0.01 -0.05 -0.01
C -0.25 -0.46 -0.08
O 0.11 0.01 0.15
O 0.11 0.43 -0.13
H 0.19 -0.10 0.15
C -0.69 -0.35 -0.11
H 0.10 -0.06 0.12
H 0.01 0.04 -0.04
C 0.07 -0.07 0.22
C -0.12 0.24 -0.11
H 0.03 -0.08 0.14
H 0.01 -0.11 -0.05
H 0.15 -0.04 -0.03
C 0.21 0.16 -0.17
H -0.14 0.08 0.02
H -0.03 -0.06 0.15
H -0.08 -0.09 -0.02
H 0.01 0.05 0.06
C 0.26 -0.07 0.12
O -0.27 -0.03 0.02
N -0.34 0.14 -0.27
C 0.00 -0.02 0.10
O 0.14 0.18 -0.28
H 0.12 -0.07 0.12
H -0.01 0.09 -0.02
H 0.00 -0.10 0.18
H 0.06 0.05 -0.07
H 0.06 0.09 -0.02
H -0.06 -0.09 -0.07
H -0.09 -0.02 0.00
H 0.05 0.04 0.16
H 0.14 0.01 0.00
H 0.06 -0.08 0.11

These are the Löwdin partial charges, in e, on atoms 1 to 4: -0.099, -0.254, -0.173, -0.113

Entry 4:
One molecule with the formula C6H4O. Source: the Open Molecules 2025 dataset; level of theory: ωB97M-V with the def2-TZVPD basis set.

The spin multiplicity is 1. Its HOMO energy is -9.56 eV. As for the relative energy (zero: lowest compared OMol25 entry of this formula, charge and spin): 6.407 eV. As for the LUMO energy: -1.127 eV.

Atoms and positions in Å:
C 0.276 -1.983 -0.192
C 0.876 0.047 -2.171
C 0.392 0.358 -1.049
C -0.101 0.460 0.211
O -0.219 -0.656 0.871
C -0.467 1.749 0.758
C -0.735 2.875 1.102
H -0.678 -2.209 -0.663
H 0.555 -2.528 0.683
H 1.077 -1.985 -0.967
H -0.977 3.873 1.416

Cartesian forces, eV/Å:
C -0.61 0.42 1.32
C -0.26 0.43 0.39
C 0.27 1.00 -1.14
C 0.26 -0.10 -0.63
O 0.94 -1.01 -1.75
C -0.16 0.13 0.38
C 0.14 -0.73 -0.13
H 0.07 -0.03 0.36
H -0.18 -0.85 0.21
H -0.55 1.09 1.09
H 0.09 -0.36 -0.11

These are the Löwdin partial charges, in e, on atoms 1 to 4: 0.129, 0.062, -0.231, -0.385

| no. | DFT total energy (hartree) |
| --- | --- |
| 1 | -9176.2331 |
| 2 | -3582.2826 |
| 3 | -1144.1981 |
| 4 | -305.9761 |